Record 1
This record from the Open Molecules 2025 dataset describes one molecule with the formula CH4NOP. The level of theory is the ωB97M-V functional and the def2-TZVPD basis.

Cartesian coordinates (Å):
1 C -0.0598 -0.9807 0.4965
2 N -0.2244 -0.3505 -0.6014
3 O -1.2713 -0.8192 -1.1836
4 P 0.9699 1.4143 -0.5380
5 H 0.9337 -1.1134 0.9007
6 H -0.9925 -1.4636 0.8509
7 H 0.8201 1.1560 0.9040
8 H -0.1757 2.1572 -0.8292

Multiplicity: 1
SMILES: C=[N+]([O-])P
ΔE to the lowest compared entry with this formula, charge and spin (kcal/mol): 125.3
HOMO (alpha / beta) (eV): -8.441 / -8.440
LUMO (alpha / beta) (eV): -0.7 / -0.7

=====

Record 2
This record from the Open Molecules 2025 dataset describes one molecule with the formula CH4NOPS. The level of theory is the ωB97M-V functional and the def2-TZVPD basis.

Cartesian coordinates (Å):
1 C -0.2163 -1.4434 0.1749
2 N 0.3600 1.3129 0.2297
3 O 1.0423 -1.2253 -0.1058
4 P -1.1701 1.1987 -0.2844
5 S 1.6617 0.6708 -0.4602
6 H -0.9553 -1.4663 -0.5670
7 H -0.5970 -1.3455 1.2007
8 H 0.6196 1.7492 1.2045
9 H -0.7448 0.5489 -1.3924

Multiplicity: 1
ΔE to the lowest compared entry with this formula, charge and spin (kcal/mol): 67.6
HOMO (alpha / beta) (eV): -7.906 / -7.908
LUMO (alpha / beta) (eV): -0.6 / -0.6

=====

> Which formula does entry 2 have?

CH4NOPS